Formula: C24H10BrCuF4N3O4P
Source: the OMol25 dataset
Level of theory: ωB97M-V with the def2-TZVPD basis set

max |F|: 1.4 eV/Å
HOMO (alpha / beta): -3.126 / -5.848 eV
multiplicity: 2
total charge: -1
E_tot: -6341.17685 a.u.

```
48
Properties=species:S:1:pos:R:3:forces:R:3:lowdin_charge:R:1
Cu 0.713360 1.016948 -2.362162 0.2 0.2 0.0 0.028
O 2.300944 -2.726115 -2.616327 0.0 0.1 -0.1 0.089
C 1.646774 -1.723275 -2.745894 0.1 0.0 0.1 -0.624
O 1.864821 -0.532400 -3.028526 0.0 -0.2 -0.1 -0.024
C -0.915653 -1.277134 -3.133413 0.1 0.2 0.1 -0.446
O -1.801822 -2.373885 -2.973233 0.2 -0.3 0.1 0.168
O -1.115873 -0.209186 -3.587828 -0.2 0.2 -0.2 0.171
F -0.711011 6.659441 1.255393 0.0 0.3 0.1 0.098
C -0.242014 5.446764 0.929585 -0.1 -0.1 0.5 -0.160
C -0.072887 4.503914 1.959198 0.1 0.3 0.0 -0.155
F -0.089881 4.929927 3.237988 -0.1 0.0 0.0 0.085
C 0.196552 3.203509 1.644765 0.2 -0.1 0.1 -0.230
F 0.398644 2.344820 2.670386 -0.1 -0.1 0.0 0.071
C 0.293599 2.772352 0.318687 -0.2 0.3 -0.2 -0.349
P 0.204631 1.042308 -0.189780 0.2 -0.1 0.2 1.049
C -1.322337 0.330175 0.508048 -0.2 0.1 -0.1 -0.333
C -1.454388 -0.082414 1.832059 0.0 0.0 0.1 -0.082
C -2.654461 -0.615052 2.280426 0.0 0.0 0.0 -0.080
C -3.734321 -0.742876 1.416609 0.0 0.0 -0.1 -0.091
C -3.614573 -0.328557 0.096925 0.0 0.0 0.0 -0.081
C -2.414135 0.202934 -0.353138 0.0 0.0 0.0 -0.093
C 1.520809 0.137319 0.699856 -0.1 0.0 -0.1 -0.341
C 2.645322 0.760678 1.223447 0.0 0.0 0.0 -0.079
C 3.676852 -0.002710 1.759967 -0.1 0.0 0.0 -0.082
C 3.595456 -1.387406 1.766892 0.0 0.0 0.0 -0.087
C 2.477552 -2.019566 1.233710 0.0 0.1 0.0 -0.072
C 1.452046 -1.256887 0.703679 -0.1 0.0 0.0 -0.102
C 0.195988 3.754133 -0.689837 -0.9 0.1 1.1 -0.433
Br 1.217819 3.459938 -2.516529 0.7 -0.3 -1.1 0.604
C -0.040848 5.084955 -0.364347 0.2 -0.6 -0.3 -0.297
F -0.156085 6.029461 -1.323238 -0.1 0.0 -0.1 0.047
H -0.612555 0.006075 2.507412 0.0 0.0 0.0 0.105
H -2.747529 -0.938117 3.310188 0.0 0.0 0.0 0.101
H -4.664546 -1.169636 1.770058 0.0 0.0 0.0 0.099
H -4.449150 -0.430658 -0.585766 0.0 0.0 0.0 0.103
H -2.316496 0.528560 -1.383255 0.0 0.0 0.0 0.092
H 2.716230 1.841164 1.206733 0.0 0.0 0.0 0.106
H 4.550055 0.490555 2.169304 0.0 0.0 0.0 0.099
H 4.406094 -1.976647 2.177604 0.0 0.0 0.0 0.098
H 2.407230 -3.098879 1.206966 0.0 0.0 0.0 0.089
H 0.582520 -1.750439 0.280035 0.0 0.0 0.0 0.098
N 0.137292 -1.949975 -2.538137 -0.3 0.1 -0.1 0.194
C -0.715742 -3.017619 -2.404192 0.0 0.3 -0.1 -0.196
C -0.665823 -4.238265 -1.862791 0.0 -0.7 0.3 -0.139
C 0.501573 -4.698825 -1.154392 -0.3 0.0 -0.2 -0.181
N 1.374496 -5.122188 -0.540198 0.0 0.0 0.1 0.180
C -1.822563 -5.094438 -1.896020 0.3 0.3 0.0 -0.177
N -2.741969 -5.782802 -1.916940 0.0 0.0 0.0 0.158
```
Positions in Å, forces in eV/Å.